[1]
A molecular structure, C32H65ClIN3O14S6Si2 in a non-equilibrium geometry. Source: OMol25; level of theory: wB97M-V/def2-TZVPD.

```
! RIJCOSX wB97M-V def2-TZVPD def2/J DEFGRID3
* xyz 0 1
C 3.876 2.059 2.919
C 3.016 1.251 1.817
C 1.523 1.047 2.387
Cl 1.489 0.895 4.238
Si 0.618 -0.501 1.673
S -0.708 -1.299 3.172
C -0.520 0.188 0.254
C -1.748 1.087 0.832
C -3.191 0.586 0.349
C -3.767 -0.689 1.147
N -4.600 -0.306 2.328
C -4.086 -0.894 3.587
N -4.006 -2.197 3.818
N -3.637 0.044 4.651
O 1.666 -1.655 0.910
Si 1.780 -3.159 1.750
C 3.627 -3.745 1.527
C 4.673 -2.547 1.613
O 4.714 -1.836 2.655
O 5.536 -2.329 0.496
C 0.728 -4.552 0.886
C -0.615 -4.002 0.224
O -0.642 -3.226 -0.765
I -2.496 -4.733 1.127
H 4.799 2.520 2.409
H 4.294 1.383 3.754
H 3.280 2.910 3.396
H 3.049 1.883 0.859
H 3.457 0.208 1.661
H 0.848 1.955 2.143
H -1.437 -2.379 2.695
H 0.167 0.863 -0.375
H -0.996 -0.655 -0.355
H -1.673 1.187 1.972
H -1.594 2.139 0.377
H -3.247 0.379 -0.782
H -3.943 1.447 0.539
H -2.918 -1.415 1.373
H -4.471 -1.246 0.417
H -5.550 -0.683 2.206
H -3.640 -2.369 4.768
H -2.899 -0.408 5.229
H -3.104 0.773 4.129
H 1.568 -3.091 3.190
H 3.816 -4.436 2.438
H 3.754 -4.420 0.606
H 5.033 -2.556 -0.326
H 0.545 -5.392 1.658
H 1.382 -4.934 0.014
C -10.574 -1.208 1.644
C -10.439 0.303 1.446
C -8.986 0.587 1.060
S -8.389 -0.888 0.243
O -7.350 -1.478 1.058
O -8.201 -0.611 -1.164
C -9.880 -1.845 0.448
H -11.620 -1.516 1.712
H -10.073 -1.505 2.571
H -11.104 0.625 0.638
H -10.723 0.856 2.344
H -8.909 1.434 0.378
H -8.365 0.760 1.941
H -9.630 -2.894 0.605
H -10.476 -1.731 -0.459
C 9.717 0.660 3.455
C 8.665 -0.151 2.695
C 7.355 -0.056 3.480
S 7.409 1.504 4.353
O 7.456 1.237 5.772
O 6.443 2.409 3.771
C 9.042 1.978 3.812
H 10.616 0.820 2.856
H 10.006 0.128 4.366
H 8.527 0.276 1.696
H 8.973 -1.192 2.567
H 6.488 -0.072 2.820
H 7.274 -0.854 4.220
H 9.554 2.522 4.606
H 8.930 2.614 2.931
C 4.039 2.685 -4.165
C 3.973 4.196 -3.935
C 2.921 4.450 -2.854
S 2.887 2.979 -1.836
O 1.597 2.344 -1.989
O 3.447 3.283 -0.537
C 4.088 2.058 -2.778
H 4.908 2.403 -4.762
H 3.141 2.352 -4.695
H 4.949 4.554 -3.592
H 3.731 4.734 -4.854
H 3.179 5.311 -2.236
H 1.928 4.586 -3.285
H 3.830 0.999 -2.776
H 5.061 2.208 -2.313
C -10.441 -0.573 -5.644
C -10.516 0.936 -5.405
C -11.580 1.179 -4.333
S -11.620 -0.299 -3.325
O -12.904 -0.940 -3.497
O -11.076 -0.001 -2.020
C -10.404 -1.209 -4.261
H -9.564 -0.846 -6.234
H -11.331 -0.906 -6.187
H -9.546 1.297 -5.049
H -10.751 1.480 -6.323
H -11.333 2.037 -3.707
H -12.570 1.313 -4.774
H -10.657 -2.269 -4.268
H -9.433 -1.057 -3.783
C 8.377 -1.547 -2.192
C 9.348 -0.402 -1.899
C 9.208 0.620 -3.029
S 7.533 0.463 -3.641
O 7.583 -0.027 -4.999
O 6.778 1.640 -3.272
C 7.059 -0.884 -2.570
H 8.260 -2.210 -1.332
H 8.751 -2.143 -3.031
H 9.083 0.065 -0.945
H 10.378 -0.757 -1.815
H 9.368 1.639 -2.674
H 9.890 0.403 -3.853
H 6.376 -1.553 -3.094
H 6.568 -0.456 -1.693
*
```

Properties
strongest force on any atom: 5.72 eV/A

Here are the Mulliken charges for atoms 1 to 4, given in e: atom 1 (C): -1.19, atom 2 (C): 1.46, atom 3 (C): -0.24, atom 4 (Cl): -0.20

---

[2]
2 unconnected molecules or ions with the total composition C7H10N2OS in a non-equilibrium geometry. Source: OMol25; level of theory: wB97M-V/def2-TZVPD.

```
! RIJCOSX wB97M-V def2-TZVPD def2/J DEFGRID3
* xyz 0 1
C -1.213 0.792 0.697
C -2.055 1.216 2.843
C 1.381 -1.668 -0.324
C 1.791 -0.517 -1.236
C 0.450 -1.268 -1.155
C 2.154 0.931 -0.900
C -0.847 -1.089 -1.785
N -0.639 -0.149 1.410
N -1.926 1.606 1.487
O -2.794 1.617 3.703
S -1.018 -0.175 3.083
H 1.710 -2.457 0.261
H 0.019 -0.938 1.103
H 2.456 -0.720 -1.985
H 2.507 1.435 -1.852
H 2.888 0.814 -0.186
H 1.273 1.374 -0.664
H -1.581 -1.748 -1.336
H -0.776 -1.221 -2.969
H -1.327 -0.235 -1.449
H -2.453 2.397 1.255
*
```

Properties
relative energy (zero: lowest compared OMol25 entry of this formula, charge and spin): 475.2 kJ/mol
strongest force on any atom: 3.52 eV/A

Here are the natural (NBO) charges for atoms 1 to 4, given in e: atom 1 (C): 0.19, atom 2 (C): 0.47, atom 3 (C): -0.29, atom 4 (C): -0.23

---

[3]
C16H31ClO2 in the gas phase. Source: OMol25; level of theory: wB97M-V/def2-TZVPD.

```
! RIJCOSX wB97M-V def2-TZVPD def2/J DEFGRID3
* xyz 0 1
C 0.050 0.371 3.874
C 1.352 0.170 3.081
C 1.376 0.903 1.735
C 1.845 2.362 1.845
C 1.131 3.384 0.950
C -0.399 3.276 0.897
C -0.933 2.519 -0.325
C -2.411 2.130 -0.190
C -2.628 0.692 0.289
C -2.074 -0.378 -0.672
C -0.909 -1.219 -0.111
C -1.023 -2.716 -0.413
C -0.552 -3.080 -1.835
C 0.799 -3.838 -1.876
C 1.902 -2.932 -2.337
O 2.627 -2.300 -1.630
O 2.027 -2.879 -3.716
C 1.808 -1.610 -4.289
Cl 2.346 -1.662 -5.971
H -0.758 0.720 3.227
H -0.285 -0.564 4.326
H 0.164 1.089 4.686
H 2.194 0.519 3.685
H 1.520 -0.896 2.918
H 2.018 0.349 1.046
H 0.370 0.865 1.315
H 1.776 2.685 2.888
H 2.910 2.394 1.598
H 1.397 4.377 1.320
H 1.523 3.333 -0.072
H -0.829 4.282 0.871
H -0.782 2.804 1.810
H -0.313 1.631 -0.485
H -0.782 3.151 -1.205
H -2.924 2.265 -1.146
H -2.880 2.807 0.530
H -2.181 0.573 1.281
H -3.702 0.542 0.423
H -2.881 -1.061 -0.952
H -1.767 0.111 -1.601
H -0.859 -1.086 0.972
H 0.041 -0.863 -0.523
H -0.424 -3.260 0.320
H -2.061 -3.032 -0.279
H -0.464 -2.152 -2.409
H -1.303 -3.681 -2.346
H 1.070 -4.198 -0.885
H 0.738 -4.690 -2.551
H 0.748 -1.361 -4.297
H 2.391 -0.848 -3.773
*
```

Properties
SMILES string: CCCCCCCCCCCCCCC(=O)OCCl
strongest force on any atom: 0.78 eV/A

Here are the natural (NBO) charges for atoms 1 to 4, given in e: atom 1 (C): -0.62, atom 2 (C): -0.40, atom 3 (C): -0.40, atom 4 (C): -0.40

---

[4]
C16H26N2O3S in the gas phase in a non-equilibrium geometry. Source: OMol25; level of theory: wB97M-V/def2-TZVPD.

```
! RIJCOSX wB97M-V def2-TZVPD def2/J DEFGRID3
* xyz 0 1
C -4.491 -1.445 1.648
C -3.199 -0.727 1.898
C -3.205 0.461 2.610
C -2.042 1.162 2.876
C -2.104 2.423 3.681
C -0.819 0.685 2.382
C 0.410 1.476 2.701
C -0.819 -0.499 1.646
S 0.665 -1.157 0.856
O 1.801 -0.270 0.928
O 0.921 -2.506 1.272
N 0.133 -1.262 -0.738
C -0.139 -0.020 -1.430
C 1.079 0.847 -1.779
N 1.614 0.579 -3.111
C 2.680 1.504 -3.474
C 4.008 1.182 -2.773
O 4.410 -0.150 -3.023
C 3.413 -1.067 -2.618
C 2.095 -0.774 -3.347
C -1.986 -1.234 1.423
C -1.992 -2.543 0.698
H -4.611 -1.670 0.590
H -4.522 -2.386 2.197
H -5.331 -0.837 1.973
H -4.146 0.848 2.978
H -1.498 2.335 4.582
H -1.723 3.269 3.110
H -3.128 2.638 3.974
H 0.307 2.495 2.328
H 1.298 1.035 2.270
H 0.537 1.533 3.782
H 0.731 -1.903 -1.238
H -0.790 0.543 -0.755
H -0.700 -0.247 -2.341
H 1.815 0.735 -0.974
H 0.756 1.892 -1.796
H 2.371 2.523 -3.238
H 2.822 1.422 -4.556
H 4.810 1.815 -3.158
H 3.913 1.344 -1.689
H 3.792 -2.057 -2.879
H 3.270 -1.013 -1.527
H 1.327 -1.496 -3.073
H 2.270 -0.860 -4.425
H -2.280 -2.397 -0.342
H -1.014 -3.007 0.723
H -2.709 -3.219 1.158
*
```

Properties
SMILES string: Cc1cc(C)c(C)c(S(=O)(=O)NCCN2CCOCC2)c1C
relative energy (zero: lowest compared OMol25 entry of this formula, charge and spin): 308.5 kJ/mol
strongest force on any atom: 1.05 eV/A

Here are the natural (NBO) charges for atoms 1 to 4, given in e: atom 1 (C): -0.63, atom 2 (C): -0.01, atom 3 (C): -0.17, atom 4 (C): -0.05

---

[5]
A molecular structure, C5H7FS2 in a non-equilibrium geometry. Source: OMol25; level of theory: wB97M-V/def2-TZVPD.

```
! RIJCOSX wB97M-V def2-TZVPD def2/J DEFGRID3
* xyz 0 1
C -0.265 0.942 0.179
C -1.026 -0.330 0.713
C -0.119 -1.372 0.423
C 0.656 -0.909 -0.804
C -0.061 0.324 -1.308
H 0.711 2.039 2.065
H -0.768 1.881 0.327
H -1.618 -0.082 1.617
H -0.584 -2.275 0.097
H 0.214 -1.611 1.356
H 0.917 -1.673 -1.601
H 0.440 0.782 -2.343
F 1.975 -0.548 -0.129
S 1.135 0.925 1.424
S -1.898 -0.053 -1.148
*
```

Properties
relative energy (zero: lowest compared OMol25 entry of this formula, charge and spin): 327.1 kJ/mol
strongest force on any atom: 7.33 eV/A

Here are the natural (NBO) charges for atoms 1 to 4, given in e: atom 1 (C): -0.33, atom 2 (C): -0.15, atom 3 (C): -0.55, atom 4 (C): 0.19

---

[6]
A molecular structure, C39H41B3IN8O7P in a non-equilibrium geometry. Source: OMol25; level of theory: wB97M-V/def2-TZVPD.

```
! RIJCOSX wB97M-V def2-TZVPD def2/J DEFGRID3
* xyz 0 1
O -0.814 -1.270 0.246
C -1.589 -1.245 -0.619
N -2.254 -1.270 -1.639
B -2.919 -0.045 -2.048
O -4.291 0.086 -2.003
B -4.751 1.376 -1.788
C -6.283 1.700 -1.906
C -6.832 2.144 -0.511
C -8.111 1.431 -0.185
O -9.194 1.925 -0.326
O -7.961 0.143 0.282
O -3.875 2.399 -1.428
B -2.536 2.122 -1.621
P -1.054 3.000 -0.702
O -1.651 3.288 0.818
I -1.119 5.155 -1.807
O -2.200 1.070 -2.461
H -6.425 2.491 -2.642
H -6.808 0.812 -2.261
H -6.087 1.937 0.258
H -7.033 3.211 -0.523
H -8.096 -0.483 -0.442
H -1.462 2.528 1.382
N 1.786 5.597 -0.036
C 2.221 4.457 0.502
C 3.551 4.207 0.803
C 4.486 5.194 0.532
C 4.053 6.384 -0.026
C 2.700 6.532 -0.287
H 1.463 3.708 0.697
H 3.844 3.262 1.241
H 5.534 5.037 0.754
H 4.744 7.185 -0.250
H 2.318 7.452 -0.716
N 1.996 9.238 1.802
C 0.757 8.853 1.497
C -0.363 9.650 1.685
C -0.188 10.915 2.223
C 1.093 11.330 2.547
C 2.146 10.457 2.317
H 0.664 7.854 1.083
H -1.344 9.285 1.416
H -1.037 11.567 2.386
H 1.275 12.308 2.970
H 3.164 10.745 2.555
N -4.016 -5.307 -0.265
C -3.253 -4.347 -0.785
C -1.950 -4.550 -1.216
C -1.409 -5.820 -1.096
C -2.186 -6.830 -0.555
C -3.479 -6.521 -0.159
H -3.715 -3.369 -0.860
H -1.371 -3.740 -1.637
H -0.395 -6.018 -1.420
H -1.800 -7.833 -0.441
H -4.123 -7.283 0.267
N 2.567 -6.300 -0.381
C 2.133 -5.054 -0.198
C 2.928 -3.930 -0.353
C 4.255 -4.113 -0.713
C 4.727 -5.401 -0.905
C 3.844 -6.455 -0.728
H 1.091 -4.960 0.089
H 2.518 -2.941 -0.194
H 4.913 -3.261 -0.843
H 5.751 -5.585 -1.189
H 4.170 -7.479 -0.874
N 6.437 -6.044 -3.488
C 7.121 -7.066 -4.002
C 7.981 -6.948 -5.082
C 8.138 -5.701 -5.666
C 7.432 -4.628 -5.146
C 6.600 -4.853 -4.060
H 6.969 -8.025 -3.518
H 8.514 -7.812 -5.455
H 8.800 -5.568 -6.512
H 7.524 -3.638 -5.571
H 6.030 -4.040 -3.621
N 9.021 -6.023 2.100
C 7.782 -5.818 1.658
C 7.003 -4.732 2.028
C 7.539 -3.807 2.909
C 8.827 -4.006 3.381
C 9.522 -5.125 2.946
H 7.397 -6.566 0.973
H 6.002 -4.617 1.633
H 6.964 -2.946 3.223
H 9.285 -3.311 4.071
H 10.533 -5.315 3.289
N -12.119 2.549 4.499
C -11.274 1.611 4.077
C -10.527 1.714 2.913
C -10.666 2.854 2.139
C -11.543 3.840 2.564
C -12.241 3.640 3.745
H -11.196 0.732 4.709
H -9.855 0.918 2.619
H -10.100 2.969 1.226
H -11.685 4.747 1.991
H -12.934 4.389 4.113
*
```

Properties
relative energy (zero: lowest compared OMol25 entry of this formula, charge and spin): 0.0 kJ/mol
strongest force on any atom: 1.47 eV/A

Here are the Mulliken charges for atoms 1 to 4, given in e: atom 1 (O): -0.48, atom 2 (C): 0.74, atom 3 (N): -0.29, atom 4 (B): 0.28

---

Quick rundown of electronic energy, same order as above: -168763.1145 -23279.1037 -33712.1219 -36970.8572 -29682.5715 -86787.3656 eV
Quick rundown of LUMO level, same order as above: -0.002 0.018 0.025 0.025 0.022 -0.024 hartree